1.
9
Properties=species:S:1:pos:R:3:forces:R:3 method="wB97M-V/def2-TZVPD" e_above_lowest_kj_mol=225.9 spin_multiplicity=3 charge=0 e_tot_ev=-36530.378 homo_lumo_gap_ha="0.2295 / 0.2878"
C 0.32570 -1.47547 -0.00434 1.5 0.6 0.0
C 1.04076 -0.28031 -0.30594 0.3 -2.5 0.4
N -0.24576 -2.44908 0.27566 -0.1 0.3 -0.1
Si 0.16830 0.85622 -1.34081 -1.6 2.7 -1.3
Cl -1.45309 0.00600 3.03558 2.5 2.0 -3.4
Cl -1.69434 1.15798 -0.56460 -0.1 0.1 0.2
H 2.12133 -0.18893 -0.22064 -0.2 -0.4 0.6
H -0.54577 0.74344 1.72197 -2.6 -2.0 3.5
H 0.28287 1.63016 -2.59688 0.4 -0.8 0.1

***

2.
9
Properties=species:S:1:pos:R:3:forces:R:3 method="wB97M-V/def2-TZVPD" e_above_lowest_kj_mol=160.4 charge=0 e_tot_ev=-47290.839 homo_lumo_gap_ha=0.3065
C -0.10184 0.95910 -1.40890 -1.1 0.0 -1.2
C -1.09907 0.69392 -0.61310 -0.2 1.0 -0.1
P 1.35311 -0.97991 1.42077 1.6 0.4 1.3
S 1.22670 -1.20274 3.32698 0.0 0.2 -0.4
Cl 0.90410 -2.74927 0.58897 -0.4 -1.1 -0.7
Cl -0.86036 0.16372 0.99914 -1.1 0.2 0.5
H -0.18430 1.28679 -2.43254 -0.4 0.2 0.0
H 0.84025 0.78043 -1.07634 2.8 -0.6 0.8
H -2.07861 1.04796 -0.80499 -1.0 -0.4 -0.2